C18H19IrNOSSi | wB97M-V/def2-TZVPD

```
42
Properties=species:S:1:pos:R:3:forces:R:3
C -3.270 -1.100 4.000 0.0 -0.5 0.1
O 1.655 -1.761 1.398 -0.4 -0.8 5.7
C -1.616 -1.346 2.200 -1.1 -0.4 1.4
H 4.165 3.205 -3.183 -0.1 0.0 0.0
H 2.962 -0.211 0.408 0.0 -0.1 -0.1
C 0.461 -1.657 -2.389 0.0 0.7 -1.5
C -2.298 -3.256 3.583 -0.4 0.5 0.3
C -1.011 0.525 0.915 -0.1 0.9 -0.4
H 3.711 1.143 -1.938 -0.3 0.0 0.0
C 3.141 2.858 -3.080 -0.2 -0.1 0.0
C 0.789 3.135 -3.523 -0.1 -0.3 0.1
H -3.951 -0.479 4.575 0.1 0.1 -0.1
C 2.100 3.583 -3.656 0.1 -0.1 0.1
C 0.516 1.962 -2.814 0.6 0.4 -0.6
H 2.312 4.495 -4.207 0.0 -0.1 0.1
C 2.872 1.684 -2.372 -0.2 0.2 -0.2
H -3.291 1.455 3.208 0.0 -0.1 0.0
C -3.166 -2.451 4.312 0.2 0.1 -0.2
H -0.024 3.698 -3.973 0.1 -0.1 0.1
H -2.216 -4.313 3.828 0.1 0.2 -0.2
H 3.420 -1.295 -0.913 0.4 0.1 -0.3
H -0.441 -1.300 -2.895 0.0 0.0 0.0
C -0.166 1.038 -0.209 -1.4 0.6 1.9
H -0.416 0.510 -1.134 -1.1 0.1 -0.2
C 1.554 1.218 -2.226 0.2 0.4 -0.7
N -0.890 -0.789 1.196 -0.7 -0.3 -0.4
C -1.533 -2.712 2.541 0.0 -0.4 0.2
H -3.752 -2.881 5.116 0.0 0.0 0.0
S -0.485 -3.806 1.699 -0.4 -0.9 -0.8
H -1.944 2.413 1.373 0.1 0.0 -0.1
Ir 0.333 -2.132 0.235 -2.2 -0.2 -0.6
H 0.190 -2.551 -1.819 -0.2 -0.8 0.1
H 0.892 0.877 0.018 0.2 0.8 0.9
H -0.320 2.109 -0.376 0.2 -0.2 -0.1
H 1.180 -1.957 -3.158 -0.1 -0.2 0.0
C -2.617 0.815 2.647 -0.3 1.4 -0.2
C -2.507 -0.548 2.956 -0.5 -0.4 0.7
H -0.521 1.640 -2.732 0.2 0.1 -0.1
Si 1.169 -0.353 -1.281 1.2 -2.4 0.1
C 2.588 -0.980 -0.275 3.4 3.0 -4.1
H 2.289 -1.842 0.329 2.2 -0.9 -0.8
C -1.863 1.360 1.616 0.2 -0.4 -0.2
```
Positions in Å, forces in eV/Å.

Multiplicity ... 5
<S²> ... 6.0359
Energy ... -44056.4353 eV
Charge ... -1

---

C18H19N3O2 | wB97M-V/def2-TZVPD

```
42
Properties=species:S:1:pos:R:3:forces:R:3
H -1.934 -2.658 0.663 -0.1 0.2 0.2
C 0.216 1.169 1.436 -0.1 0.1 0.1
C -4.455 -0.477 0.647 0.6 -0.4 -0.1
C -4.552 -0.702 -1.553 -0.8 0.5 0.1
C 0.276 2.604 0.920 0.1 -0.1 0.0
N 2.601 0.070 -2.186 -0.1 0.5 -1.1
H -2.146 1.878 -0.589 -0.1 0.0 -0.1
H -0.373 3.396 -1.014 0.0 0.0 -0.1
C -0.991 0.564 0.697 0.3 0.3 0.0
O 0.036 -2.820 -0.094 0.1 -0.3 0.0
H -2.272 -1.509 1.988 -0.1 0.0 -0.1
H 5.158 0.354 -1.802 0.0 0.0 -0.1
H 1.130 0.643 1.174 0.0 0.0 0.0
C 2.541 -0.941 -0.182 -0.5 0.1 -0.3
C 1.349 -0.287 -1.919 0.3 -0.1 0.4
C 4.505 -1.260 1.134 -0.4 -0.1 0.1
C -3.336 -1.113 0.195 -0.4 0.3 0.9
H 1.248 3.065 1.087 0.0 0.1 0.1
H 5.006 -1.627 2.015 0.0 0.0 0.1
H 0.091 1.116 2.517 0.0 -0.1 0.1
H 6.321 -0.481 0.255 0.1 0.1 -0.1
H 0.821 2.099 -1.103 0.0 0.0 0.0
C -1.165 1.401 -0.593 0.0 0.1 0.0
H -1.111 0.770 -1.477 -0.1 0.0 0.0
H -0.485 3.211 1.414 0.0 0.1 0.0
C 4.650 -0.147 -0.995 0.7 0.1 0.2
H -6.206 0.270 -0.517 -0.2 0.1 -0.1
C -2.123 -1.608 0.908 0.0 -0.3 -0.4
H -4.690 -0.236 1.664 0.0 0.0 0.2
C 1.228 -0.899 -0.670 0.5 0.0 -0.1
H 0.586 -0.104 -2.649 -0.2 0.1 -0.1
C -5.252 -0.214 -0.494 0.1 -0.1 -0.6
H -4.763 -0.724 -2.603 0.1 -0.1 -0.2
O -3.395 -1.246 -1.146 0.5 -0.3 -0.1
H -1.875 0.720 1.323 0.1 0.0 -0.1
C 0.065 -1.599 -0.073 0.1 0.0 0.1
C 5.258 -0.609 0.131 0.0 0.1 -0.3
N 3.317 -0.315 -1.144 -0.6 -0.5 0.8
H 2.551 -1.919 1.722 0.0 -0.1 0.1
C -0.056 2.457 -0.564 -0.1 0.1 0.0
N -0.934 -0.873 0.492 -0.3 -0.3 0.2
C 3.158 -1.421 0.983 0.3 -0.1 0.2
```
Positions in Å, forces in eV/Å.

Multiplicity ... 1
Energy relative to the best compared isomer or geometry (same formula, charge and spin) ... 251.44 kJ/mol

---

C18H19N3O4 | wB97M-V/def2-TZVPD

```
44
Properties=species:S:1:pos:R:3:forces:R:3
H 0.851 1.806 1.101 0.1 0.0 -0.2
H -1.753 -2.527 3.789 0.0 -0.1 0.1
C -2.752 -0.494 0.671 0.0 -0.1 -0.3
C 3.337 -1.848 0.922 -0.1 0.0 0.1
H 0.453 0.131 2.514 -0.1 0.1 0.0
C 1.767 1.912 -0.690 -0.2 0.5 0.3
O 2.498 1.442 -1.544 0.3 -0.1 -0.1
O -1.747 -2.287 -0.668 0.1 0.0 0.1
C 2.641 -2.387 1.990 0.0 -0.1 0.0
O -0.390 0.132 -0.896 -0.1 -0.1 0.0
H 1.621 4.038 -0.584 0.0 0.0 0.0
H 0.207 4.375 -2.568 0.0 -0.1 -0.1
C -1.836 -1.549 -1.856 -0.1 0.2 0.1
N 1.585 1.391 0.544 -0.1 0.2 0.4
C -1.720 -2.426 1.659 0.0 0.0 -0.3
H 1.583 3.324 -3.006 0.0 0.1 0.0
C 1.607 -1.666 2.565 0.0 0.0 0.0
N 0.293 1.164 -3.248 0.0 -0.7 -0.2
C 0.671 3.401 -2.416 -0.1 -0.1 0.2
H 4.144 -2.405 0.468 0.1 0.0 0.0
C -3.054 -0.027 1.939 0.0 0.0 0.0
C -2.699 -0.747 3.064 0.0 0.1 0.2
C -0.313 2.318 -2.809 0.0 0.2 -0.3
H -2.939 -0.373 4.048 0.0 0.0 0.1
H 0.070 3.209 -0.350 0.0 0.1 0.1
H -0.988 -0.275 -3.956 0.1 0.1 0.2
O -1.515 2.430 -2.745 -0.2 0.1 0.2
H -1.195 -3.358 1.525 0.1 -0.1 0.0
C -0.841 -0.391 -1.887 0.0 -0.2 -0.1
H 1.054 -2.077 3.396 -0.1 0.0 0.1
C -2.032 -1.953 2.917 0.0 0.0 0.0
N -0.451 -0.014 -3.140 0.3 0.5 -0.4
H 1.278 1.052 -2.999 -0.3 0.0 0.0
C -2.075 -1.698 0.525 -0.1 -0.1 0.4
C 1.273 -0.419 2.075 0.0 0.1 -0.1
H 2.900 -3.363 2.371 0.0 -0.1 0.0
H -3.574 0.915 2.041 0.0 0.1 0.0
H -2.848 -1.144 -2.012 0.1 -0.1 0.0
C 1.971 0.122 0.999 0.2 -0.3 0.1
H -1.612 -2.259 -2.656 -0.1 0.1 0.0
C 3.013 -0.598 0.425 0.1 0.1 -0.2
H 3.554 -0.186 -0.409 0.0 0.0 0.0
C 0.996 3.209 -0.927 0.1 -0.1 -0.2
H -3.031 0.101 -0.185 0.0 0.0 -0.1
```
Positions in Å, forces in eV/Å.

Multiplicity ... 1
Energy relative to the best compared isomer or geometry (same formula, charge and spin) ... 221.47 kJ/mol